Molecular formula: C21H23NO4
Method: DFT, the ωB97M-V functional and the def2-TZVPD basis

Output
- LUMO: 0.75 eV
- Net charge: 0
- Spin multiplicity: 1
- Energy above the lowest of the compared OMol25 structures with the same formula, charge and spin: 33.5 kcal per mole
- E_tot: -1169.77744 Ha
- SMILES: Cc1ccc(OCCC(=O)OCC(=O)N2c3ccccc3C[C@@H]2C)cc1
- Strongest force on any atom: 0.64 eV Å⁻¹
- HOMO: -8.154 eV

```
49
Properties=species:S:1:pos:R:3:nbo_charge:R:1
C -2.84795 -0.07045 5.33801 -0.6218
C -1.87306 0.32544 4.27013 -0.0494
C -2.01250 1.50886 3.56463 -0.1970
C -1.11595 1.87266 2.57152 -0.3095
C -0.05088 1.03769 2.26208 0.3707
C 0.10642 -0.14979 2.97758 -0.2738
C -0.79390 -0.49779 3.96010 -0.1890
H -0.65755 -1.42153 4.50421 0.2072
H 0.94892 -0.77844 2.73987 0.2259
O 0.88476 1.27738 1.29689 -0.5225
C 0.89234 2.53717 0.66141 -0.0670
C 1.97304 2.49940 -0.41726 -0.5270
C 1.39579 2.04475 -1.74122 0.8133
O 0.27700 2.27434 -2.11404 -0.5939
O 2.30131 1.37339 -2.45536 -0.4999
C 1.90437 0.94036 -3.75328 -0.1707
H 1.85438 1.80132 -4.42918 0.2252
C 0.52816 0.27228 -3.82403 0.6821
O -0.19644 0.49572 -4.77264 -0.6039
N 0.15187 -0.54729 -2.81629 -0.4472
C 0.84339 -1.09601 -1.73280 0.1320
C 2.19740 -1.32496 -1.56353 -0.2314
C 2.61732 -1.96334 -0.40408 -0.2023
C 1.71392 -2.38221 0.55482 -0.2298
C 0.35255 -2.17290 0.37235 -0.2198
C -0.07152 -1.53498 -0.76948 0.0470
C -1.46478 -1.21338 -1.21692 -0.4506
H -2.15638 -2.04008 -1.05966 0.2217
H -1.84076 -0.34345 -0.67228 0.2287
C -1.27186 -0.90289 -2.70788 -0.0232
C -1.57555 -2.10672 -3.59416 -0.6173
H -2.62797 -2.36763 -3.52020 0.2101
H -1.34809 -1.86479 -4.62889 0.2330
H -0.97490 -2.96086 -3.28650 0.2047
H -1.85677 -0.04367 -3.04535 0.2301
H -0.36320 -2.50735 1.10806 0.2183
H 2.06714 -2.88652 1.44192 0.2122
H 3.67238 -2.14417 -0.26080 0.2135
H 2.92639 -1.03446 -2.30078 0.2137
H 2.68589 0.26094 -4.10008 0.2145
H 2.38616 3.49810 -0.56938 0.2427
H 2.77512 1.82456 -0.12107 0.2499
H 1.10472 3.32308 1.39933 0.1785
H -0.07377 2.74636 0.18316 0.2005
H -1.26383 2.80595 2.05141 0.2176
H -2.83652 2.17101 3.78968 0.2083
H -3.55643 0.73022 5.53397 0.2134
H -3.40467 -0.95635 5.03284 0.2161
H -2.32549 -0.30898 6.26317 0.2159
```

=====

Molecular formula: C21H23NO6
Method: DFT, the ωB97M-V functional and the def2-TZVPD basis

Output
- LUMO: 0.54 eV
- Net charge: 0
- Spin multiplicity: 1
- Energy above the lowest of the compared OMol25 structures with the same formula, charge and spin: 10.3 kcal per mole
- E_tot: -1320.28769 Ha
- SMILES: COc1ccc(C(=O)COC(=O)[C@H](C)N2C(=O)[C@@H]3[C@H]4CC[C@H](C4)[C@@H]3C2=O)cc1
- Strongest force on any atom: 0.62 eV Å⁻¹
- HOMO: -8.614 eV

```
51
Properties=species:S:1:pos:R:3:nbo_charge:R:1
C -4.09028 -3.48448 -0.43912 -0.2536
H -3.14078 -3.46141 -0.98214 0.1816
O -4.74387 -2.23735 -0.48998 -0.4868
C -4.10243 -1.14642 -0.00761 0.3165
C -2.84039 -1.16186 0.58211 -0.2682
C -2.26125 0.01658 1.00806 -0.1550
C -2.92908 1.23088 0.87223 -0.2219
C -4.21447 1.23415 0.31925 -0.1220
C -4.78925 0.06802 -0.12182 -0.2637
H -5.77073 0.06053 -0.56861 0.2263
H -4.72961 2.17731 0.22526 0.2338
C -2.34210 2.51833 1.26536 0.5717
O -2.99195 3.47884 1.60492 -0.5310
C -0.80888 2.61422 1.25740 -0.1785
H -0.41258 2.23068 2.20122 0.2160
H -0.54405 3.67192 1.15519 0.2225
O -0.16369 1.85894 0.23326 -0.5146
C -0.65095 2.00724 -0.99906 0.8132
O -1.58969 2.70015 -1.27690 -0.5756
C 0.13906 1.21435 -2.03920 -0.1569
N 1.20816 0.43862 -1.44247 -0.4790
C 1.05827 -0.73597 -0.73340 0.7313
O 0.01882 -1.31170 -0.54359 -0.5884
C 2.42749 -1.16142 -0.24527 -0.3200
H 2.63676 -2.17359 -0.59451 0.2432
C 3.38947 -0.08311 -0.75133 -0.3212
C 2.51548 0.89739 -1.49520 0.7273
O 2.84828 1.91129 -2.04889 -0.5705
H 4.18282 -0.43692 -1.41112 0.2452
C 3.95738 0.52490 0.54520 -0.2044
H 4.40387 1.50545 0.39589 0.2359
C 2.74835 0.45005 1.47823 -0.4220
H 2.99570 0.71245 2.50500 0.2171
H 1.90373 1.04873 1.14386 0.2232
C 2.54789 -1.05360 1.28647 -0.2079
H 1.71293 -1.51116 1.81323 0.2313
C 3.92478 -1.60195 1.68003 -0.3973
H 4.11814 -2.57577 1.23246 0.2071
H 3.99177 -1.71180 2.76205 0.2136
C 4.89506 -0.51548 1.16910 -0.4098
H 5.61052 -0.90384 0.44585 0.2087
H 5.45703 -0.07194 1.99044 0.2153
C -0.81577 0.37339 -2.88278 -0.6127
H -0.27867 -0.09638 -3.70301 0.2149
H -1.28128 -0.39456 -2.27093 0.2403
H -1.58947 1.02245 -3.28267 0.2387
H 0.63750 1.96100 -2.67549 0.2688
H -1.28388 -0.02766 1.46292 0.2155
H -2.28674 -2.07876 0.69628 0.2240
H -3.91138 -3.80052 0.59334 0.1774
H -4.76605 -4.19024 -0.91953 0.2008
```

=====

Molecular formula: C21H24Br45O4
Method: DFT, the ωB97M-V functional and the def2-TZVPD basis

Output
- LUMO: 0.78 eV
- Net charge: -1
- Spin multiplicity: 1
- E_tot: -116945.89946 Ha
- Strongest force on any atom: 8.49 eV Å⁻¹
- HOMO: -4.798 eV

```
94
Properties=species:S:1:pos:R:3:mulliken_charge:R:1
C 1.97635 1.54043 -0.57081 0.0120
C 0.64194 1.75980 -1.52773 -0.2247
C -0.40899 2.89825 -0.92853 0.2212
O 0.09272 4.16231 -0.85758 -0.4957
O -1.78054 2.61222 -0.46350 -0.1990
C -2.68745 2.29908 -1.58063 -0.2271
C -3.82244 1.15740 -1.21807 -0.0548
C -5.28829 1.81325 -0.76910 0.3286
O -5.47385 3.10651 -0.48404 -0.6512
O -6.40285 0.81602 -0.65802 -0.7114
H 2.83198 1.14022 -1.28410 -0.3358
H 2.25211 2.60890 -0.14823 0.2142
H 1.74634 0.76987 0.29685 0.0543
H 1.06266 2.22292 -2.54458 0.2610
H 0.12397 0.74736 -1.81159 0.2828
H -3.16456 3.27548 -2.07004 0.2198
H -2.01864 1.82487 -2.44302 0.2616
H -4.00391 0.51958 -2.19642 0.0075
H -3.51961 0.43847 -0.34512 0.0641
C -5.45082 -2.85268 -1.13597 -0.1466
Br -4.71643 -3.74818 0.42704 -0.0035
Br -4.06900 -2.40572 -2.43022 -0.0496
Br -6.89570 -3.87471 -1.94356 -0.0106
H -5.88230 -1.90770 -0.78976 0.2623
C -3.54694 -6.28380 3.24895 0.0692
Br -2.37892 -7.67766 2.55821 0.1419
Br -4.99306 -7.01765 4.32342 -0.0394
Br -2.55209 -4.91668 4.21108 0.0436
H -4.00750 -5.79495 2.38412 -0.1853
C 0.41405 -2.27353 1.74932 0.5924
Br -0.57628 -3.87090 1.24743 0.0859
Br 2.22313 -2.28877 1.03430 0.0945
Br -0.54099 -0.64859 1.26773 0.0881
H 0.50158 -2.28136 2.84079 -0.7411
C -9.89661 -2.11938 -4.74983 -0.2907
Br -8.86780 -1.16616 -3.40180 0.0269
Br -10.46717 -0.94347 -6.19066 -0.0530
Br -8.94315 -3.67659 -5.42097 -0.0613
H -10.80377 -2.48697 -4.25894 0.3543
C 1.97042 -9.09510 2.07688 -0.2932
Br 1.01150 -7.43010 1.77270 0.0673
Br 3.09364 -9.00439 3.66257 -0.0541
Br 0.76839 -10.62381 2.12774 -0.0581
H 2.63722 -9.24104 1.22066 0.3641
C -0.75416 7.91550 -1.40145 0.0938
Br -2.15752 8.33456 -2.68178 -0.0299
Br 0.66617 9.24457 -1.42324 0.0366
Br -1.46506 7.64505 0.38906 0.0020
H -0.30828 6.96589 -1.71522 -0.1552
C 5.46585 1.01753 -3.85608 -0.3558
Br 4.55660 -0.23424 -2.67685 -0.0453
Br 4.86533 2.84598 -3.57250 0.0337
Br 7.40045 0.86219 -3.72339 -0.0618
H 5.19294 0.74675 -4.88137 0.4005
C 4.78900 -5.17308 1.27627 -0.1095
Br 5.48413 -6.56442 2.44470 -0.0404
Br 5.93648 -3.60234 1.25864 -0.0536
Br 4.44671 -5.83967 -0.51899 -0.0097
H 3.82484 -4.86005 1.69031 0.1537
C -3.15416 -10.75421 -0.68610 -0.2997
Br -4.55752 -10.33515 -1.96642 -0.0294
Br -1.73383 -9.42513 -0.70788 0.0041
Br -3.86506 -11.02465 1.10441 -0.0269
H -2.70828 -11.70382 -0.99986 0.3390
C -8.39118 -8.30845 2.17131 -0.3660
Br -9.27084 -6.91164 3.20058 -0.0220
Br -7.46822 -7.59006 0.61686 0.0372
Br -7.21162 -9.38926 3.27807 -0.0520
H -9.17697 -8.97323 1.79764 0.3683
C 3.97265 7.20081 -2.24614 -0.3984
Br 2.31653 6.20367 -2.02885 0.0969
Br 4.56554 7.99345 -0.57148 0.1810
Br 5.36557 6.12027 -3.06871 -0.0691
H 3.76086 8.02656 -2.93339 0.3628
C 3.58900 12.18702 0.96961 -0.3069
Br 4.28413 10.79569 2.13804 -0.0394
Br 4.73648 13.75777 0.95198 -0.0334
Br 3.24671 11.52044 -0.82564 -0.0413
H 2.62484 12.50005 1.38366 0.3480
C -0.90492 -2.06358 6.68178 -0.2947
Br 0.20479 -2.38484 5.11666 -0.0099
Br -0.04515 -2.67403 8.31653 -0.0238
Br -1.45912 -0.20302 6.80663 0.0006
H -1.81443 -2.66040 6.55679 0.2526
C 9.40598 6.31265 -1.77220 0.3424
Br 8.41566 4.71527 -2.27409 0.0066
Br 11.21507 6.29741 -2.48722 -0.0556
Br 8.45095 7.93758 -2.25379 -0.0236
H 9.49351 6.30481 -0.68073 -0.2782
C 7.56585 6.99803 1.80134 0.0175
Br 6.65660 5.74626 2.98057 0.0020
Br 6.96533 8.82649 2.08492 0.0109
Br 9.50045 6.84270 1.93403 -0.0905
H 7.29294 6.72726 0.77605 0.0000
```

=====

Molecular formula: C21H24Cl2NO
Method: DFT, the ωB97M-V functional and the def2-TZVPD basis

Output
- LUMO: -6.02 eV
- Net charge: +1
- Spin multiplicity: 1
- Energy above the lowest of the compared OMol25 structures with the same formula, charge and spin: 5.8 kcal per mole
- E_tot: -1864.65503 Ha
- Strongest force on any atom: 2.13 eV Å⁻¹
- HOMO: -10.106 eV

```
49
Properties=species:S:1:pos:R:3:nbo_charge:R:1
C 1.26498 3.08351 -0.32284 -0.6423
C 0.74746 2.19873 0.79119 -0.0589
C -0.46844 2.64202 1.54557 -0.6520
C 1.55049 1.21275 1.32844 -0.0080
N 1.21202 0.37926 2.39534 -0.4708
C 2.31345 -0.13609 3.23714 -0.2325
C 1.76940 -0.81602 4.49972 -0.0836
O 0.73138 -1.76019 4.17290 -0.5208
C -0.39786 -1.03622 3.67082 -0.0825
C -0.06356 -0.33505 2.35638 -0.2142
H 0.59974 3.93351 -0.53252 0.2203
H 2.27105 3.49150 -0.09992 0.2284
H 1.36906 2.53213 -1.26955 0.2077
H -0.82062 3.63833 1.23130 0.2259
H -1.31864 1.96989 1.36305 0.1905
H -0.26429 2.65994 2.63397 0.2312
H 2.56279 1.08915 0.90185 0.1874
H 2.91784 -0.88078 2.67873 0.1759
H 2.96566 0.70358 3.52298 0.2175
H 2.54556 -1.43654 4.97517 0.2105
H 1.40384 -0.05254 5.22229 0.1766
H -1.16018 -1.80979 3.49309 0.1993
H -0.78311 -0.31793 4.43081 0.1784
H -0.87619 0.36033 2.12638 0.2057
H -0.04459 -1.10458 1.56024 0.1359
Cl 4.04371 -3.64554 -3.02499 0.1138
C 2.56606 -2.91776 -2.56916 0.0450
C 2.10229 -3.01215 -1.24391 -0.2501
C 0.97791 -2.29527 -0.84663 -0.0945
C 0.26743 -1.43616 -1.74626 -0.1024
C -0.80625 -0.62912 -1.23800 0.1082
C -1.94002 -0.10923 -1.94942 -0.1012
C -3.14090 0.16845 -1.21948 -0.1082
C -4.24349 0.77417 -1.81527 -0.2494
C -4.20240 1.12276 -3.17826 0.0566
Cl -5.46994 2.02930 -3.88105 0.1120
C -3.06569 0.81072 -3.93987 -0.2418
C -1.97094 0.19804 -3.33972 -0.1128
C 0.72725 -1.43648 -3.09584 -0.1153
C 1.85855 -2.13797 -3.49696 -0.2309
H 2.63949 -3.65226 -0.54933 0.2551
H 0.59200 -2.43584 0.16486 0.2331
H -0.82146 -0.47552 -0.15047 0.2402
H -3.20904 -0.14986 -0.17719 0.2339
H -5.14765 0.98893 -1.25363 0.2549
H -3.05411 1.05227 -4.99773 0.2523
H -1.13147 -0.04134 -3.97855 0.2130
H 0.19865 -0.88416 -3.86046 0.2119
H 2.20278 -2.09488 -4.52523 0.2509
```

=====

What is the strongest force on any atom in the second record?
0.62 eV Å⁻¹